A molecular structure, C4H13BrO4Si2. Source: OMol25; level of theory: ωB97M-V with the def2-TZVPD basis set.

Calculated values
HOMO level in eV: -10.689
Orbital gap in eV: 11.45
2S+1: 1

Element x y z (Å)
1 Si -1.614 1.781 1.912
2 O -2.528 2.825 2.834
3 H 1.084 -3.648 -2.861
4 H -0.669 -3.744 -2.676
5 H 1.944 -0.352 1.763
6 C 0.051 -1.783 -3.184
7 H -1.426 2.392 0.582
8 C 1.219 -1.293 -1.216
9 Br -1.723 4.224 5.551
10 O 1.034 -0.862 0.033
11 C 0.135 -3.291 -3.257
12 H -0.284 1.603 2.536
13 H -2.291 0.478 1.839
14 H 3.016 -0.298 0.343
15 H 0.869 -1.309 -3.725
16 H -2.693 5.356 2.892
17 H -0.495 4.369 2.832
18 C 2.219 -0.848 0.837
19 H 2.544 -1.865 1.047
20 H 0.047 -3.620 -4.293
21 O 2.276 -1.604 -1.700
22 H -0.886 -1.429 -3.610
23 Si -1.869 4.229 3.344
24 O 0.036 -1.311 -1.825

2 unconnected molecules or ions with the total composition C4H13Cl2NOSi2 in a non-equilibrium geometry. Source: OMol25; level of theory: ωB97M-V with the def2-TZVPD basis set.

Calculated values
ΔE to the lowest compared entry with this formula, charge and spin in eV: 1.318
HOMO level (alpha / beta) in eV: -6.968 / -8.113
Orbital gap (alpha / beta) in eV: 6.90 / 8.03
2S+1: 1

Element x y z (Å)
1 N -0.793 -0.542 0.959
2 Si 2.009 -2.306 -0.121
3 O -0.534 -1.694 0.312
4 H 1.572 1.913 0.978
5 H -0.672 -0.832 1.882
6 H -2.641 1.467 1.582
7 Cl 2.986 -1.652 1.485
8 H -1.463 2.142 -1.787
9 H -0.487 0.813 -2.379
10 C -1.244 1.128 -1.650
11 H 2.685 -4.716 -0.209
12 C 1.248 1.529 0.052
13 H 1.829 0.707 -0.045
14 H -1.072 2.608 2.112
15 C -1.702 2.142 1.258
16 H -2.284 0.594 -1.729
17 C 1.782 -4.162 -0.210
18 Si -0.599 0.966 0.156
19 H 1.076 -4.569 0.449
20 H 1.305 -4.501 -1.113
21 H 1.362 2.199 -0.763
22 Cl 2.521 -1.629 -1.923
23 H -2.008 2.999 0.707

2 unconnected molecules or ions with the total composition C4H13ClN2Si in a non-equilibrium geometry. Source: OMol25; level of theory: ωB97M-V with the def2-TZVPD basis set.

Calculated values
ΔE to the lowest compared entry with this formula, charge and spin in eV: 3.171
Structure (SMILES): C/N=[Si](/C)Cl.CNC
HOMO level in eV: -8.602
Orbital gap in eV: 8.85
2S+1: 1

Element x y z (Å)
1 C -1.349 0.700 0.214
2 N -1.687 -0.596 -0.332
3 C 1.934 -0.691 -1.403
4 N 1.736 -0.531 -0.038
5 H -0.307 1.024 0.012
6 H -1.577 0.113 -2.517
7 Cl 2.305 2.607 1.200
8 H 2.522 0.196 -1.856
9 H 1.374 0.267 3.522
10 H 0.496 -0.738 2.659
11 Si 1.613 0.744 0.951
12 C -2.087 -0.572 -1.735
13 H 2.606 -1.583 -1.627
14 H -0.864 -1.178 -0.122
15 C 0.894 0.239 2.629
16 H -2.183 1.406 -0.028
17 H -3.169 -0.338 -1.772
18 H -1.258 0.596 1.265
19 H -2.034 -1.685 -2.078
20 H 0.131 0.996 2.781
21 H 0.904 -0.976 -1.724

A single C4H13ClSi2 molecule in a non-equilibrium geometry. Source: OMol25; level of theory: ωB97M-V with the def2-TZVPD basis set.

Calculated values
ΔE to the lowest compared entry with this formula, charge and spin in eV: 0.385
Structure (SMILES): C[Si](C)(C)C[SiH2]Cl
HOMO level in eV: -9.951
Orbital gap in eV: 10.73
2S+1: 1

Element x y z (Å)
1 C -0.346 -2.048 -1.143
2 Si 1.808 1.614 1.340
3 C -1.245 0.929 -1.467
4 H 0.443 -2.593 -1.548
5 H -1.278 1.951 -1.093
6 H 2.114 0.508 -0.918
7 C 1.477 0.256 -0.100
8 Si -0.300 -0.355 -0.384
9 H -0.728 0.981 -2.469
10 H -1.032 -1.977 -2.009
11 C -1.323 -0.362 1.283
12 H -2.318 0.648 -1.663
13 H -0.813 -1.069 1.840
14 H 1.030 2.809 1.194
15 Cl 3.779 1.683 1.812
16 H -1.529 0.550 1.906
17 H 1.449 0.780 2.591
18 H -0.767 -2.872 -0.540
19 H -2.346 -0.748 1.201
20 H 1.925 -0.683 0.166

2 unconnected molecules or ions with the total composition C4H13N in a non-equilibrium geometry. Source: OMol25; level of theory: ωB97M-V with the def2-TZVPD basis set.

Calculated values
ΔE to the lowest compared entry with this formula, charge and spin in eV: 1.130
Structure (SMILES): CCN(C)C.[H][H]
HOMO level in eV: -8.273
Orbital gap in eV: 9.40
2S+1: 1

Element x y z (Å)
1 H -2.930 0.014 0.388
2 H 0.703 -2.017 0.718
3 H -1.156 -1.332 -0.679
4 H 1.741 -0.630 -2.747
5 H 0.570 -0.645 1.896
6 H 1.995 1.386 0.053
7 N 0.494 -0.097 -0.175
8 H -1.755 1.262 0.907
9 C -0.950 -0.264 -0.451
10 C 0.887 1.305 0.035
11 H 0.522 1.938 -0.802
12 H -1.689 -0.406 1.612
13 C 0.980 -0.959 0.913
14 H 2.088 -0.911 0.965
15 C -1.875 0.181 0.690
16 H -1.214 0.313 -1.365
17 H 0.494 1.699 0.996
18 H 1.096 -0.838 -2.952

A single C4H13N2 molecule in a non-equilibrium geometry. Source: OMol25; level of theory: ωB97M-V with the def2-TZVPD basis set.

Calculated values
ΔE to the lowest compared entry with this formula, charge and spin in eV: 1.727
HOMO level (alpha / beta) in eV: -3.605 / -9.152
Orbital gap (alpha / beta) in eV: 4.56 / 9.88
2S+1: 2

Element x y z (Å)
1 H 1.036 2.172 1.139
2 H -0.868 0.290 1.851
3 N 0.090 0.549 1.981
4 H 0.538 1.230 -1.266
5 H -1.243 -2.027 -0.930
6 N 0.764 -1.553 -1.161
7 H -0.452 -1.554 0.543
8 H 0.915 -2.573 -1.379
9 C -1.099 0.139 -0.664
10 C 0.787 1.156 0.843
11 H -1.975 0.125 0.007
12 H 0.880 -1.025 -2.066
13 H -0.497 2.269 -0.444
14 H -1.567 0.263 -1.634
15 H 0.316 0.928 2.886
16 H 1.557 -1.254 -0.547
17 H 1.695 0.586 0.620
18 C -0.122 1.251 -0.385
19 C -0.579 -1.282 -0.498

A gas-phase ion, C4H13N2 (charge +1) in a non-equilibrium geometry. Source: OMol25; level of theory: ωB97M-V with the def2-TZVPD basis set.

Calculated values
ΔE to the lowest compared entry with this formula, charge and spin in eV: 1.624
Structure (SMILES): C[C@H]([NH3+])CCN
HOMO level in eV: -14.300
Orbital gap in eV: 11.33
2S+1: 1
Total charge: +1

Element x y z (Å)
1 C -1.481 1.694 0.410
2 C -0.820 -0.691 -0.200
3 H 1.491 0.219 -0.092
4 H -0.604 0.275 1.820
5 N 1.575 -1.273 -0.809
6 H -1.716 -1.124 0.168
7 H 2.407 -1.649 -0.403
8 H 0.807 1.668 -0.496
9 H -1.162 2.062 -0.592
10 N 0.899 0.990 0.265
11 C -0.621 0.496 0.719
12 H 1.590 1.413 0.930
13 C 0.278 -1.698 -0.231
14 H -2.457 1.496 0.312
15 H -0.129 -2.752 -0.671
16 H 1.608 -1.610 -1.769
17 H 0.553 -1.770 0.765
18 H -1.294 2.504 1.095
19 H -0.923 -0.250 -1.222

A gas-phase ion, C4H13N2 (charge +1) in a non-equilibrium geometry. Source: OMol25; level of theory: ωB97M-V with the def2-TZVPD basis set.

Calculated values
ΔE to the lowest compared entry with this formula, charge and spin in eV: 2.648
Structure (SMILES): CNC[C@@H](C)[NH3+]
HOMO level in eV: -13.615
Orbital gap in eV: 10.20
2S+1: 1
Total charge: +1

Element x y z (Å)
1 H 0.677 0.791 1.550
2 H 1.723 -1.460 0.307
3 C 0.770 -0.769 0.126
4 H -1.346 -0.977 0.290
5 H 0.104 2.387 -0.182
6 C -0.457 -1.552 0.537
7 H -2.210 0.908 -0.143
8 N 0.700 -0.968 -1.466
9 N -0.226 1.401 -0.194
10 H 1.331 -0.183 -1.824
11 H -1.746 2.415 0.871
12 H 1.048 -1.938 -1.643
13 H 1.912 1.053 0.222
14 C -1.577 1.360 0.564
15 H -0.224 -0.694 -1.780
16 C 0.933 0.608 0.550
17 H -0.579 -1.488 1.616
18 H -1.565 0.747 1.432
19 H -0.457 -2.475 0.242

Q: The highest 2S+1 belongs to which entry?
A: number 6